[1]
The ion C6H8N with charge +1 in a non-equilibrium geometry, computed with the ωB97M-V functional and the def2-TZVPD basis.

Values from the calculation:
Energy relative to the best compared isomer or geometry (same formula, charge and spin), eV: 1.948
2S+1: 3
Energy, hartree: -287.67562
Charge: +1
Frontier orbital gap (alpha / beta), eV: 6.100 / 6.641

Cartesian coordinates (Å):
1 C -0.752 -0.590 -1.034
2 C 0.234 -0.808 -0.184
3 C -1.564 -0.102 -1.945
4 C 2.038 -0.892 1.520
5 C -2.879 0.495 -1.734
6 C 2.541 0.440 2.138
7 N 1.025 -0.954 0.797
8 H -1.310 0.009 -2.928
9 H 2.580 -1.825 2.019
10 H -2.825 1.456 -2.283
11 H -3.202 0.512 -0.726
12 H -3.706 0.006 -2.289
13 H 2.214 1.280 1.431
14 H 3.656 0.333 2.149
15 H 1.949 0.641 3.069

These are the Mulliken partial charges, in e, on atoms 1 to 5: -0.133, 0.738, -0.297, 0.039, -0.975

[2]
A structure of composition C19H25N3O4S in a non-equilibrium geometry, computed with the ωB97M-V functional and the def2-TZVPD basis.

Values from the calculation:
Energy relative to the best compared isomer or geometry (same formula, charge and spin), eV: 19.525
Energy, hartree: -1601.80782
Frontier orbital gap, eV: 7.578

Cartesian coordinates (Å):
1 C 3.565 3.464 0.138
2 C 3.868 1.959 0.261
3 C 3.599 1.246 -1.031
4 N 2.122 1.248 -1.462
5 C 1.145 0.217 -1.252
6 O 1.300 -0.745 -0.466
7 C -0.338 0.700 -1.292
8 C -1.524 0.282 -1.491
9 C -2.430 1.384 -1.773
10 N -1.646 2.385 -1.961
11 O -0.437 2.322 -1.814
12 C -3.944 1.480 -1.623
13 H -4.291 1.877 -2.342
14 H -4.231 0.467 -1.541
15 S -4.254 2.075 0.025
16 C -2.786 1.675 1.125
17 C -1.720 2.539 1.182
18 C -0.559 2.320 1.740
19 C -0.135 1.183 1.993
20 C -1.243 0.136 2.069
21 C -2.511 0.412 1.333
22 H -3.332 -0.258 1.488
23 O -1.048 -1.095 2.366
24 C 0.183 -1.583 2.868
25 H 0.571 -0.972 3.374
26 H 1.061 -1.429 1.890
27 H 0.174 -2.888 2.870
28 H 0.776 1.009 2.416
29 H 0.160 3.097 1.864
30 H -1.939 3.663 0.865
31 C -1.969 -1.026 -1.204
32 O -3.145 -1.486 -1.597
33 N -1.053 -1.930 -0.598
34 C -1.400 -3.487 -0.386
35 C -0.400 -4.351 -1.037
36 C 1.063 -3.984 -0.381
37 H 1.010 -4.442 0.465
38 H 1.704 -4.851 -0.649
39 H 1.405 -3.137 -0.493
40 H -0.847 -5.182 -0.861
41 H -0.233 -4.111 -1.942
42 H -1.514 -3.458 0.958
43 H -2.482 -3.589 -0.717
44 H -0.194 -1.782 -0.387
45 H 1.676 2.215 -1.924
46 H 4.246 1.426 -1.828
47 H 3.703 -0.014 -0.769
48 H 4.874 1.628 0.614
49 H 3.078 1.709 0.953
50 H 3.655 4.076 1.003
51 H 4.164 3.871 -0.811
52 H 2.500 3.735 -0.229

These are the Mulliken partial charges, in e, on atoms 1 to 5: -1.108, 0.230, -0.880, -0.191, -0.162

[3]
An isolated molecule of C3H6N2S2 in a non-equilibrium geometry, computed with the ωB97M-V functional and the def2-TZVPD basis.

Values from the calculation:
Energy relative to the best compared isomer or geometry (same formula, charge and spin), eV: 2.050
Energy, hartree: -1023.72759
Frontier orbital gap, eV: 8.488
SMILES: S=CN/N=C\CS

Cartesian coordinates (Å):
1 C -0.208 1.029 1.225
2 C 1.268 0.708 0.937
3 C -0.090 -1.102 -0.836
4 H -1.948 2.689 0.783
5 H -0.215 1.191 2.327
6 H -0.922 0.227 1.003
7 H 1.974 1.439 1.419
8 H 1.422 -2.165 -0.135
9 H -0.314 -0.107 -1.091
10 N 1.837 -0.331 0.448
11 N 1.052 -1.248 -0.186
12 S -0.608 2.636 0.461
13 S -1.020 -2.388 -1.342

These are the Mulliken partial charges, in e, on atoms 1 to 5: -0.554, -0.153, -0.265, 0.146, 0.330